Density functional theory data (ωB97M-V with the def2-TZVPD basis set) for 12 unconnected molecules or ions with the total composition C22H71N19O12 at a distorted geometry.

XYZ file:
```
124
Properties=species:S:1:pos:R:3
O -4.527 -0.897 1.361
O -1.219 0.512 -0.998
O -2.042 -5.613 0.098
O 1.236 -0.861 -2.540
O 0.543 -1.303 2.749
O -2.651 -3.153 -4.970
O -5.463 2.062 -1.496
O 4.710 -0.795 -1.119
O 2.327 2.778 3.421
O 1.669 4.499 -3.048
O -2.759 2.355 2.482
O 2.505 -3.889 1.581
N -3.552 2.046 -2.723
N -0.841 2.964 1.424
N 4.000 0.176 -3.064
N -0.863 -0.990 -3.357
N -0.673 3.035 -2.703
N 1.687 -2.613 4.157
N -0.821 2.038 3.497
N -1.455 -0.360 1.113
N -1.022 -4.008 1.386
N 4.027 2.790 0.124
N -3.009 -0.625 4.083
N 0.287 -5.594 0.411
N 2.590 -2.762 -0.443
N 6.105 0.738 -2.265
N 0.940 -1.890 -4.485
N -0.375 -1.678 4.807
N 0.604 -0.181 0.112
N 4.508 -2.928 0.908
N -3.491 2.132 -0.406
C -0.987 -5.071 0.572
C -4.072 -2.706 4.616
C 0.043 3.133 -3.955
C 3.152 -3.222 0.772
C -4.260 2.036 -1.580
C -3.718 -1.735 3.493
C 1.507 3.310 -3.715
C -5.527 -0.404 0.484
C -1.956 -3.896 -2.678
C -2.759 -4.231 -3.906
C -1.523 2.459 2.455
C 3.055 4.744 -2.756
C 4.125 1.142 1.975
C 3.334 2.221 1.316
C -0.713 0.049 0.063
C -0.644 4.265 -4.785
C 0.606 -1.836 3.855
C 4.933 -0.007 -2.044
C -4.924 -1.446 2.601
C 3.070 3.352 2.317
C 2.285 3.656 4.456
C 0.420 -1.204 -3.401
H -4.494 -3.642 4.205
H 2.998 5.415 -1.944
H 4.896 -2.252 0.248
H 6.711 0.762 -1.437
H -0.323 -2.163 5.689
H -0.854 -4.054 -2.907
H 1.086 -4.997 0.500
H 6.111 1.519 -2.902
H -0.390 4.298 -5.868
H -1.705 4.134 -4.679
H 2.985 -0.014 -2.978
H 3.681 0.995 2.964
H -1.769 -3.381 1.132
H -0.232 2.234 -2.195
H 1.981 3.152 5.414
H 4.116 0.218 1.430
H 2.088 -3.140 3.278
H 0.157 2.668 1.230
H -0.199 -3.703 1.889
H -0.954 -0.780 1.894
H -3.132 -3.011 5.062
H -5.508 -0.716 3.109
H -2.609 1.735 -0.387
H 0.940 -0.384 -0.804
H -5.772 0.616 0.828
H 3.165 -2.228 -1.064
H 1.826 -3.229 -0.868
H -1.403 1.913 4.339
H -5.523 -2.397 2.397
H 3.516 3.820 -2.374
H 2.465 4.191 1.899
H 1.930 -2.168 -4.454
H -3.914 2.283 0.477
H -3.869 -4.300 -3.643
H 1.562 -3.283 4.906
H 1.521 4.481 4.309
H 0.293 -6.555 0.011
H -2.977 -2.272 2.922
H 2.380 1.902 0.880
H -3.460 -2.684 -5.102
H -2.603 2.456 -2.691
H 0.303 -2.194 -5.185
H 4.922 -2.959 1.801
H 1.949 2.501 -3.165
H -0.451 5.262 -4.436
H 1.997 3.351 -4.737
H -0.508 3.870 -2.155
H -3.739 -0.150 4.632
H 0.208 2.108 3.527
H 4.829 3.384 0.358
H 4.123 0.862 -3.783
H -0.076 2.144 -4.464
H 4.406 1.957 -0.440
H 3.269 4.073 4.597
H -4.211 2.275 -3.481
H -2.800 0.097 3.430
H -1.162 -1.139 4.543
H -1.519 -1.237 -4.137
H 3.655 5.092 -3.627
H 3.977 3.748 2.736
H 5.131 1.496 2.170
H -2.433 -0.321 1.028
H -2.161 -2.845 -2.315
H -2.225 -4.580 -1.850
H -1.435 3.077 0.662
H -4.816 -2.233 5.315
H 0.969 -0.553 0.960
H -5.137 -0.418 -0.540
H -1.227 -0.477 -2.542
H -6.445 -1.051 0.534
H -2.528 -5.175 -4.400
```

As for the SMILES: COC[C@H](C)N.COC[C@H](C)N.COC[C@H](C)N.NC(N)=O.NC(N)=O.NC(N)=O.NC(N)=O.NC(N)=O.NC(N)=O.NC(N)=O.NC(N)=O.CCO. The value obtained for the relative energy (zero: lowest compared OMol25 entry of this formula, charge and spin) is 0.0 kcal per mole. The total energy is -2824.37699 a.u. Its net charge is 0. The frontier orbital gap comes out at 8.8 eV. The value obtained for the LUMO energy is 0.0068 Ha.

Mulliken population analysis, charges in e, atoms 1 to 99:
1 O -0.098
2 O -0.295
3 O -0.739
4 O -0.386
5 O -0.547
6 O -0.533
7 O -0.682
8 O -0.564
9 O -0.085
10 O -0.375
11 O -0.747
12 O -0.847
13 N -0.251
14 N -0.328
15 N -0.138
16 N 0.211
17 N -0.444
18 N -0.525
19 N 0.016
20 N 2.343
21 N 0.013
22 N -0.414
23 N -0.428
24 N -0.322
25 N 0.033
26 N -0.458
27 N -0.395
28 N -0.316
29 N 1.806
30 N -0.397
31 N -0.062
32 C 0.533
33 C -1.620
34 C 0.315
35 C 0.512
36 C 0.096
37 C 1.372
38 C -0.010
39 C -0.902
40 C 0.095
41 C -0.654
42 C 0.438
43 C -0.563
44 C -1.393
45 C 1.793
46 C -1.612
47 C -1.601
48 C 0.195
49 C 0.282
50 C -0.992
51 C -1.187
52 C -0.890
53 C 0.023
54 H 0.414
55 H 0.306
56 H 0.318
57 H 0.267
58 H 0.194
59 H 0.103
60 H 0.081
61 H 0.220
62 H 0.373
63 H 0.395
64 H -0.130
65 H 0.400
66 H -0.044
67 H -0.243
68 H 0.239
69 H 0.185
70 H 0.285
71 H 0.098
72 H 0.145
73 H -0.260
74 H 0.363
75 H 0.362
76 H -0.205
77 H -0.474
78 H 0.325
79 H 0.190
80 H 0.018
81 H 0.278
82 H 0.309
83 H 0.041
84 H 0.349
85 H 0.236
86 H 0.269
87 H 0.303
88 H 0.254
89 H 0.300
90 H 0.217
91 H -0.457
92 H -0.965
93 H 0.281
94 H 0.370
95 H 0.171
96 H 0.265
97 H 0.025
98 H 0.326
99 H 0.370